Here is a cluster of 2 separate species, C18H37IN6O3P2 in total in a non-equilibrium geometry from the OMol25 dataset. Energies are from the ωB97M-V functional and the def2-TZVPD basis.

```
67
Properties=species:S:1:pos:R:3:forces:R:3:mulliken_spin:R:1
H -5.23500 0.53399 -3.77443 -0.02 -0.01 -0.01 0.001
H -4.44857 2.59608 0.22940 0.02 -0.12 0.05 0.001
H -0.37540 3.22264 -3.87736 0.02 0.02 0.04 0.000
C 4.42875 -0.44380 1.37397 -0.74 0.33 0.52 0.000
C 2.34873 -4.03533 3.83033 0.03 0.16 0.52 0.000
H 2.62139 -4.68432 3.03119 0.30 -0.43 -0.52 0.000
H -3.70790 1.99791 -5.11326 0.04 0.09 -0.04 0.000
H 0.74553 -0.65558 -2.40117 -0.43 0.51 -0.28 0.011
H -0.79639 -2.36889 0.92761 -0.25 -0.10 0.76 0.000
P 0.98086 -1.08939 -0.09568 -1.22 2.04 0.60 0.001
H -4.64580 3.27057 -1.35684 0.07 0.00 0.00 0.001
H -1.01979 -1.01491 2.86356 -0.47 -0.52 -0.06 0.000
C -2.38665 2.51601 -3.50623 -0.20 1.32 -0.44 0.010
H -3.30683 4.21632 -4.46658 0.09 -0.03 -0.11 0.000
C -4.59356 1.26502 -3.28186 0.13 0.02 0.00 -0.022
H 1.51614 -2.19487 -2.10417 0.17 -0.58 -0.48 0.000
O 0.65920 -0.69326 5.21444 0.22 -0.27 -0.63 0.000
N 3.50056 -0.59790 0.37765 0.81 0.22 0.03 0.000
C -1.13026 2.59980 -4.35631 0.35 -0.29 0.00 -0.006
N -2.03610 2.02983 -2.13465 -0.73 -1.15 -0.66 0.410
O 0.32435 -3.25062 2.99327 -1.23 -0.07 -0.37 0.000
H -2.88193 0.62669 -4.40891 0.09 0.01 0.08 0.007
C 0.70722 -0.80766 4.01900 -0.04 0.16 1.31 0.000
H -3.37334 0.73382 0.71065 -0.12 0.04 0.02 -0.001
H -1.38250 3.04908 -5.31481 -0.08 0.08 -0.03 0.001
C -0.22850 -2.41114 0.02872 0.62 -0.04 -0.29 -0.003
C -3.90304 2.87014 -0.67141 -0.01 0.10 -0.10 0.006
H -3.67292 -0.26371 -2.08741 0.10 0.04 0.00 0.006
C 1.49454 -1.15765 -1.82479 0.10 -1.08 0.66 -0.004
C 2.49189 -0.99256 2.36632 -1.29 -0.19 0.17 0.000
C -2.94299 3.94985 -3.47587 -0.18 0.04 0.27 0.005
H 2.05768 -0.01235 2.25628 -0.30 0.60 0.01 0.000
H -5.20090 2.16350 -3.14977 0.01 0.02 0.02 -0.002
H -4.99778 0.55096 -1.28250 -0.01 0.03 0.11 -0.001
H -1.83376 1.57086 0.49729 0.03 0.01 -0.02 0.006
C 1.42216 -2.99085 3.36346 0.52 0.03 0.09 0.000
C -0.33664 -0.23411 3.12884 0.69 -0.02 -0.15 0.000
H 2.46516 -0.74073 -1.97099 0.58 0.44 -0.24 0.000
H 6.57804 -2.72361 3.31731 0.33 -0.26 -0.25 0.000
H 0.24189 -3.36716 -0.11436 0.11 -0.66 0.10 0.000
H 3.19915 -3.65521 4.35063 0.68 0.13 0.08 0.000
C -3.38490 1.56775 -4.16573 -0.29 -0.44 0.20 0.025
N 3.92733 -0.69750 2.56978 0.40 -0.51 0.26 0.000
H -3.77173 4.10397 -2.79351 0.02 -0.06 -0.05 -0.001
H -2.10467 -0.01046 -0.24922 0.06 0.07 -0.05 0.017
H -0.69328 1.62346 -4.55122 -0.01 -0.03 0.05 0.003
H 6.24869 -0.48387 0.52326 0.03 0.23 -0.78 0.000
H 5.81432 -0.53254 4.14933 -0.27 0.42 0.10 0.000
H 6.05442 0.71862 1.73352 0.35 -0.06 0.68 0.000
I 3.30715 -3.43452 0.47854 -0.04 -0.32 0.09 0.000
N 5.57599 -2.82069 3.25451 -0.59 0.62 0.30 0.000
C -2.57381 0.93950 0.00258 0.34 -0.30 0.05 -0.042
N 5.66418 -0.02142 1.19019 0.35 0.16 -0.45 0.000
C 2.46025 -1.49721 0.91744 0.41 -0.46 -0.95 0.001
H -2.16209 4.65919 -3.20355 0.05 -0.01 0.04 -0.005
C -4.13693 0.71587 -1.93132 -0.07 -0.19 -0.44 0.026
P 4.89869 -1.51006 3.75345 1.69 -1.13 0.57 0.000
N 1.82344 -1.59943 3.46712 -0.05 0.08 -0.39 0.000
H 0.05740 0.15922 2.21404 0.19 0.21 -0.65 0.000
H -3.20556 3.66208 -0.40100 0.03 0.06 -0.05 -0.009
H 4.00614 -1.65733 4.80275 -0.46 0.36 -0.11 0.000
H -0.90403 -2.25690 -0.78840 -0.44 0.18 -0.61 0.001
H 1.77771 -4.61286 4.52781 -0.37 -0.50 0.49 0.000
H -0.82825 0.54519 3.65577 -0.57 0.57 0.48 0.000
O -1.17878 1.08765 -2.20591 1.06 -0.28 0.25 0.510
C -3.15403 1.63784 -1.21647 -0.68 0.85 0.87 0.049
H 3.13566 0.33697 0.15568 0.08 -0.13 -0.68 0.000
```
Positions in Å, forces in eV/Å.

Summary:
2S+1: 2
E_HOMO (spin up / spin down): -0.3814 / -0.4128 Eh
Kohn-Sham gap (spin up / spin down): 6.41 / 7.27 eV
E_tot: -61018.037 eV
LUMO energy (spin up / spin down): -3.97 / -3.97 eV
net charge: +1

Here is a structure of composition C18H37MnOP3Se in a non-equilibrium geometry from the OMol25 dataset. Energies are from the ωB97M-V functional and the def2-TZVPD basis.

```
61
Properties=species:S:1:pos:R:3:forces:R:3:mulliken_spin:R:1
H 1.68845 0.53661 2.71380 0.13 0.44 -0.17 0.003
C -0.62059 -1.32666 2.92921 -0.44 0.84 0.37 -0.001
C -1.05611 -2.90610 0.77290 -0.78 0.01 -0.88 -0.003
H 2.18749 -1.65803 -2.10066 -0.08 0.19 -0.19 -0.006
C 5.68238 0.62084 -2.88330 1.18 0.15 0.18 -0.046
C -1.55675 -1.39650 -2.42037 -0.10 0.23 0.55 0.017
H 1.10562 -2.31059 -3.33128 -0.09 -0.02 -0.01 0.000
H 2.32308 2.18153 3.03710 -0.04 -0.09 -0.13 0.001
H -0.62102 -2.36217 3.32772 0.13 0.51 -0.66 -0.001
H 1.35574 0.84620 -3.98243 -0.11 -0.25 -0.07 0.000
C 0.08093 4.07867 -2.96706 -3.77 -1.86 0.98 0.262
C -0.43090 2.29376 2.43523 -0.33 -0.10 -0.67 0.020
H -1.29856 -2.19673 -1.69372 -0.45 0.35 -0.72 -0.003
H 7.08787 1.19869 -4.39954 -1.18 0.30 0.18 0.003
H -1.85179 -1.82152 -3.39507 0.54 0.17 0.27 0.005
P 0.00434 -0.35695 -2.37447 -0.82 -2.59 -1.49 -0.020
C 1.13870 -1.84146 -2.34681 0.17 0.47 0.39 0.002
H 0.20311 -0.28531 -4.77861 0.03 0.24 0.04 -0.002
H -0.97559 -3.61495 1.62447 0.29 0.78 -0.37 -0.001
H -0.13215 2.96296 3.24851 0.16 -0.18 -0.12 0.005
H 3.02921 1.17738 1.73822 -0.03 0.17 0.32 0.007
C 0.33120 0.45139 -3.97783 -0.07 0.31 0.22 0.002
H 0.75313 -2.54966 -1.60060 0.10 0.22 -0.31 0.001
Mn -0.06585 0.83498 -0.46128 2.07 -2.46 1.12 1.112
H 2.89841 -0.68569 -0.33306 1.30 1.52 -0.41 0.006
H -1.41199 2.61993 2.07337 0.21 0.03 0.03 0.000
H -1.63710 -0.94288 3.07210 0.18 0.06 0.07 0.001
H 1.80277 5.31864 -2.96344 0.32 -0.41 -0.42 0.034
C 6.08705 1.43118 -3.95381 0.20 -0.34 0.17 0.050
H -0.60055 -3.40058 -0.09833 -0.28 0.10 0.23 0.000
C 2.10364 1.44837 2.25369 0.29 -0.42 -0.68 -0.006
H -0.82764 3.89291 -3.56746 0.39 -0.61 0.47 0.024
O -2.89449 1.58114 -0.24483 4.39 -1.39 -0.26 0.056
H -0.35014 1.29930 -4.13002 -0.04 -0.34 -0.10 0.003
H 6.28784 -0.22751 -2.63220 0.47 -0.21 0.10 -0.004
H -0.53704 1.24688 2.80100 0.08 0.84 -0.10 -0.007
H -2.13674 -2.78661 0.60632 0.32 0.11 -0.15 0.001
C 4.56216 0.89683 -2.08220 -0.10 0.25 -0.44 0.185
H 5.58392 3.13975 -5.28651 -0.48 -0.76 0.83 -0.001
H 0.08779 3.81078 -1.90175 0.20 0.01 -0.50 0.226
H 2.20628 -1.69666 1.95539 -0.26 -0.01 -0.01 -0.001
P 0.87125 2.17731 1.09025 -0.11 0.53 3.01 -0.004
H 2.43530 3.72991 -0.00836 -0.18 -0.11 0.38 -0.002
H 1.14582 -3.11867 2.09325 0.08 0.54 -0.39 -0.002
C 5.25205 2.48925 -4.43699 0.31 -0.42 0.43 0.170
H 3.24681 3.29173 -4.21027 0.29 0.11 0.33 0.010
H 1.81270 4.29971 1.58668 0.02 0.24 -0.28 -0.004
C 1.41884 -2.26573 1.44254 0.77 0.50 -0.43 -0.004
Se 4.26314 0.16638 -0.31584 -0.08 -1.03 -1.10 0.542
H 0.65076 5.49222 -4.42882 0.41 -0.57 0.34 0.024
C -1.77430 1.26353 -0.32800 -6.35 2.21 0.15 -0.068
H -2.44520 -0.88998 -2.01751 0.30 0.07 -0.21 -0.001
C 3.75313 1.93655 -2.57368 -1.10 0.64 -1.56 0.063
H 1.86618 -2.67245 0.52513 -0.20 0.00 0.13 0.002
H 0.78171 4.37181 0.10745 0.11 0.18 0.35 0.004
P -0.15609 -1.29341 1.11973 0.43 -2.75 1.72 -0.068
H 2.83514 2.09272 -2.03555 -0.45 0.40 0.05 -0.010
H 0.07750 -0.76417 3.56099 -0.20 0.05 -0.18 0.000
C 4.01127 2.65059 -3.77197 0.26 -0.82 1.01 0.014
C 0.95658 4.91677 -3.52593 2.26 4.02 -1.22 0.410
C 1.55152 3.80655 0.64531 -0.24 -0.09 -0.18 -0.002
```
Positions in Å, forces in eV/Å.

Summary:
2S+1: 4
E_HOMO (spin up / spin down): -0.7826 / -0.7758 Eh
Kohn-Sham gap (spin up / spin down): 7.46 / 3.45 eV
E_tot: -145796.532 eV
LUMO energy (spin up / spin down): -13.83 / -17.66 eV
net charge: +4

Here is a structure of composition C18H37OP3SY in a non-equilibrium geometry from the OMol25 dataset. Energies are from the ωB97M-V functional and the def2-TZVPD basis.

```
61
Properties=species:S:1:pos:R:3:forces:R:3:nbo_charge:R:1
H 0.18073 0.60495 -6.55714 -0.04 -0.10 -0.36 0.233
C 1.09602 -0.83847 -7.90141 -0.28 0.41 0.11 -0.196
H -1.93072 2.03352 1.74867 -0.30 0.19 -0.27 0.264
C 1.26237 -3.34606 -1.40505 -0.42 0.42 -0.39 -0.396
H -1.99328 -0.02181 2.14590 -0.04 -0.09 0.19 0.235
C -2.65507 2.11918 0.92179 -0.20 -0.09 0.22 -0.923
C -2.98514 2.51366 -1.94789 -0.05 -0.08 -0.17 -0.938
H -2.59496 -3.83472 0.58271 0.42 0.21 -0.04 0.273
C 1.86916 2.89270 -3.33296 -0.52 -0.02 0.05 -0.920
C -3.45869 -1.44546 -0.30722 0.12 0.15 -0.34 -0.927
H 0.57316 -3.65842 -3.38364 0.04 -0.51 0.38 0.206
H 2.11392 -2.43402 -8.97476 -0.22 0.17 0.73 0.272
S 0.50794 -0.43352 -3.94814 -0.32 -0.15 -0.62 0.189
H -2.50364 2.61799 -2.93318 -0.14 0.20 0.22 0.255
C -1.87271 -1.09657 2.03784 0.26 0.53 -0.02 -0.930
H -0.18391 3.95124 -1.35726 -0.22 0.03 0.18 0.248
C 2.26758 -2.61485 -6.79881 0.21 -0.11 0.41 -0.189
H 2.85278 -3.51994 -6.86269 0.22 0.02 0.12 0.260
H 0.70957 -0.34392 -8.79550 0.37 -0.08 0.25 0.266
H 4.22917 0.72574 -1.54598 -0.19 -0.06 -0.39 0.275
C 3.60467 0.86486 -2.44193 -0.15 -0.56 -0.04 -0.918
H -0.96063 -1.39008 2.56106 -0.06 0.00 0.04 0.261
P 2.03492 1.68059 -1.95737 1.03 0.93 -0.15 0.781
C 0.34336 -3.70639 -2.31414 0.27 0.80 -0.02 -0.370
H -1.10587 -3.56889 1.54598 -0.16 0.11 -0.39 0.270
H 3.33668 3.43780 -0.92830 -0.15 -0.26 0.24 0.280
H -3.25729 3.03558 1.05020 0.24 -0.35 0.00 0.286
C 1.93672 -2.11445 -5.53849 -0.36 -0.34 -0.13 -0.141
H 2.86386 3.33207 -3.51390 -0.49 -0.02 0.02 0.277
H -3.49664 -1.73674 -1.36654 -0.17 -0.06 0.25 0.245
H -0.16212 3.70450 0.40073 -0.27 0.06 -0.12 0.265
C 0.62359 -0.02048 0.35647 4.40 0.98 5.64 0.433
H 4.12867 1.50844 -3.16614 -0.13 -0.27 0.33 0.273
H -3.69094 1.67258 -2.02268 0.09 0.27 0.15 0.267
H 3.39939 -0.11256 -2.90234 0.29 0.26 0.09 0.242
H -0.90175 -0.78642 -3.45266 0.91 -1.02 -2.23 -0.023
H 3.11290 2.01321 0.17567 -0.07 0.37 -0.25 0.265
H 1.02146 -3.20107 -0.34716 0.22 -0.51 -0.27 0.200
P -1.72058 -1.56765 0.27814 -1.24 -0.97 0.59 0.802
H -0.68488 -3.97393 -2.07206 0.26 0.03 -0.03 0.206
H 2.34491 -2.57217 -4.63357 -0.30 -0.04 -0.33 0.237
P -1.74201 2.22217 -0.64536 -0.71 0.75 0.73 0.704
H -4.08906 -2.12463 0.28368 0.09 0.29 -0.20 0.280
H -1.52176 4.58942 -0.35882 0.22 -0.08 0.01 0.284
H 2.29028 -3.13681 -1.71154 -0.27 -0.03 0.15 0.220
C -1.58642 -3.38940 0.57098 0.51 -0.14 -0.39 -0.908
C 1.06284 -0.99993 -5.45719 0.73 -0.34 -1.46 -0.306
H -3.31714 1.23882 0.95372 0.21 0.49 -0.04 0.257
O 1.25529 0.06656 1.34915 -3.63 -0.73 -5.10 -0.378
H -3.83031 -0.41688 -0.22743 -0.04 -0.26 0.02 0.234
H 1.50139 2.38644 -4.24034 0.31 0.22 0.24 0.246
C 0.76138 -0.30693 -6.66055 -0.76 -0.22 0.39 -0.125
C 1.84510 -2.01699 -7.98854 -0.21 0.36 0.13 -0.070
C 2.62648 2.68891 -0.54692 -0.35 -0.19 0.14 -0.925
H 1.13529 3.67407 -3.07678 0.40 -0.14 -0.15 0.248
H -3.52911 3.43499 -1.70254 -0.01 -0.19 -0.25 0.294
C -0.81369 3.75940 -0.48003 0.15 0.43 -0.09 -0.928
H 1.79065 3.18639 -0.04381 0.36 0.01 -0.11 0.242
H -2.72636 -1.60381 2.50370 0.16 0.02 -0.23 0.280
H -0.97206 -3.85645 -0.20614 -0.41 -0.11 0.41 0.244
Y -0.39520 0.23514 -1.81632 0.41 -0.58 2.20 1.412
```
Positions in Å, forces in eV/Å.

Summary:
E_HOMO: -0.6590 Eh
Kohn-Sham gap: 7.27 eV
E_tot: -61030.747 eV
LUMO energy: -10.67 eV
net charge: +3

Which of these has the lowest net charge? C18H37IN6O3P2

Among the records above, which one has the highest E_tot? C18H37IN6O3P2